#one
Formula: H5ISi2
Source: OMol25
Level of theory: wB97M-V/def2-TZVPD

E_HOMO: -8.62 eV
Orbital gap: 7.7126 eV
Lowest unoccupied orbital energy: -0.91 eV

Each line ends with the Löwdin charge.
Cartesian coordinates (Å):
Si1 -1.6948 -2.6860 -0.2678  0.29
Si2 -0.5521 2.5503 0.2944  0.54
I1 -3.0492 -0.7538 0.9225  0.14
H1 -2.3499 -3.9346 -0.2615  -0.16
H2 -0.4910 -2.9017 0.4489  -0.15
H3 -1.6702 -2.0513 -1.6747  -0.10
H4 -1.6653 1.8855 -0.4832  -0.28
H5 0.4848 2.2104 -0.6698  -0.28


#two
Formula: H5ISi2
Source: OMol25
Level of theory: wB97M-V/def2-TZVPD

E_HOMO (alpha / beta): -7.96 / -8.18 eV
Orbital gap (alpha / beta): 6.3890 / 7.0211 eV
Lowest unoccupied orbital energy (alpha / beta): -1.57 / -1.16 eV

Each line ends with the Löwdin charge.
Cartesian coordinates (Å):
Si1 0.5109 -1.2346 0.6843  0.60
Si2 -0.4959 2.0274 -0.7381  0.12
I1 1.0661 3.2546 0.7913  0.15
H1 1.9024 -1.5951 0.8669  -0.17
H2 -0.2425 -1.0555 1.9169  -0.17
H3 -0.1963 -2.0237 -0.3187  -0.17
H4 -1.6989 2.8475 -0.7507  -0.18
H5 0.1770 2.0840 -2.0307  -0.18


Compare the structures above. Which one is the least stable? #two is.